1) 30
Properties=species:S:1:pos:R:3:nbo_charge:R:1 method="wB97M-V/def2-TZVPD" homo_lumo_gap_ev=8.730 smiles=Cc1c[nH]c2ccccc12.CCC
C -2.04224 -1.87357 2.24508 -0.6311
C -1.25694 -1.42368 1.04339 -0.0802
C -1.93707 -1.01453 -0.08872 -0.0294
N -0.93539 -0.85245 -1.11287 -0.5631
C 0.37881 -1.07428 -0.62485 0.2117
C 1.62330 -0.76861 -1.10152 -0.2756
C 2.74423 -1.01058 -0.32716 -0.2049
C 2.54403 -1.58279 0.95264 -0.2480
C 1.29039 -1.73369 1.47622 -0.1814
C 0.13188 -1.47122 0.72739 -0.1154
H -1.41633 -2.64457 2.70483 0.2155
H -3.02567 -2.28432 1.93727 0.2212
H -2.16253 -1.19297 3.08954 0.2173
H -2.93333 -0.67672 -0.37049 0.2205
H -1.12690 -0.73106 -2.08944 0.4009
H 1.78545 -0.43339 -2.06921 0.2092
H 3.65681 -0.49325 -0.64392 0.2167
H 3.39956 -2.10435 1.35993 0.2129
H 1.13691 -2.20803 2.41471 0.2041
C -0.51448 3.62412 0.31603 -0.6264
C -0.42538 4.05316 -1.18141 -0.4165
C -0.61712 2.77836 -2.01912 -0.6144
H -1.40017 2.98913 0.49563 0.1955
H 0.29409 3.00542 0.74327 0.2104
H -0.82398 4.34000 1.08965 0.2104
H 0.46571 4.67928 -1.33461 0.2031
H -1.05569 4.89938 -1.28347 0.2046
H -1.16771 3.08022 -2.94296 0.2041
H -1.24233 2.11611 -1.47639 0.2137
H 0.36381 2.43078 -2.31269 0.2144

=====

2) 30
Properties=species:S:1:pos:R:3:nbo_charge:R:1 method="wB97M-V/def2-TZVPD" homo_lumo_gap_ev=8.953 smiles=CCc1c[nH]c2ccccc12.CC
C -2.80587 1.40387 2.75615 -0.6100
C -1.50275 0.60484 2.81435 -0.4228
C -1.32946 -0.27566 1.61368 -0.0642
C -1.62742 -1.58881 1.55824 -0.0377
N -1.45374 -2.03297 0.21625 -0.5466
C -0.99727 -0.96767 -0.51122 0.1584
C -0.84467 -0.94094 -1.90221 -0.2458
C -0.44054 0.26300 -2.44569 -0.2122
C -0.29281 1.40681 -1.65901 -0.2466
C -0.66992 1.41026 -0.32459 -0.1866
C -0.99175 0.19931 0.29451 -0.1091
H -3.63798 0.85485 3.19657 0.2096
H -3.17150 1.57520 1.73646 0.2114
H -2.66398 2.41698 3.13653 0.2100
H -0.62986 1.26351 2.87618 0.2082
H -1.43170 0.05787 3.75565 0.2123
H -1.98937 -2.31368 2.26163 0.2137
H -1.17810 -2.97724 -0.04532 0.4064
H -1.20924 -1.72318 -2.55586 0.2175
H -0.07530 0.27403 -3.46594 0.2111
H -0.04472 2.33517 -2.15606 0.2121
H -0.56129 2.35121 0.19434 0.2126
C 4.35284 -0.07181 -1.65001 -0.6129
C 3.04215 -0.84495 -1.22160 -0.6286
H 4.16151 0.88851 -2.11055 0.2064
H 4.96101 0.01768 -0.75318 0.2005
H 4.89010 -0.77634 -2.28072 0.2002
H 2.95155 -0.78696 -0.13476 0.2097
H 2.16118 -0.23805 -1.44578 0.2159
H 3.02891 -1.78485 -1.74807 0.2072

=====

3) 30
Properties=species:S:1:pos:R:3:nbo_charge:R:1 method="wB97M-V/def2-TZVPD" homo_lumo_gap_ev=8.737 smiles=Cc1c[nH]c2ccccc12.CCC
C 0.50472 1.41629 2.53412 -0.6283
C 0.22568 1.64235 1.08175 -0.0598
C 1.17156 1.89888 0.13927 -0.0538
N 0.50938 2.39541 -0.99343 -0.5275
C -0.82888 2.32269 -0.79629 0.1512
C -1.88636 2.75508 -1.58692 -0.2418
C -3.20160 2.60017 -1.20232 -0.2125
C -3.46619 2.12853 0.10207 -0.2314
C -2.41272 1.74191 0.89503 -0.1970
C -1.07261 1.84292 0.51662 -0.1028
H 1.51301 1.66139 2.75453 0.2162
H 0.28248 0.37828 2.82383 0.2137
H -0.19670 1.93154 3.19054 0.2186
H 2.20736 2.19789 0.17516 0.2128
H 0.92058 2.53427 -1.90013 0.4057
H -1.67503 3.17708 -2.56493 0.2051
H -3.98521 2.99519 -1.82276 0.2134
H -4.43488 1.97326 0.53490 0.2126
H -2.63049 1.14854 1.78163 0.2057
C 0.62656 -3.05922 0.12541 -0.6156
C 1.42336 -4.09411 -0.69449 -0.3971
C 2.85304 -3.61102 -0.98846 -0.6037
H 1.34954 -2.38165 0.57736 0.2012
H -0.06188 -3.43738 0.87434 0.2135
H 0.13658 -2.42024 -0.61688 0.2079
H 1.47751 -5.05584 -0.19820 0.1951
H 0.97462 -4.25144 -1.67857 0.1943
H 3.55604 -4.42761 -1.15995 0.2086
H 2.85995 -2.86625 -1.78430 0.2007
H 3.26057 -3.13690 -0.11894 0.1950

=====

Last place for stability: 1)

=====

1) 30
Properties=species:S:1:pos:R:3:nbo_charge:R:1 method="wB97M-V/def2-TZVPD" homo_lumo_gap_ev=8.781 smiles=Cc1c[nH]c2ccccc12.CCC
C -2.60189 1.24927 0.83692 -0.6249
C -1.88346 0.20976 0.05911 -0.0773
C -1.74418 0.02573 -1.31335 -0.0197
N -0.67469 -0.87608 -1.61133 -0.5474
C -0.18873 -1.31805 -0.38946 0.2097
C 0.85579 -2.25606 -0.08989 -0.2784
C 1.22933 -2.51011 1.23410 -0.2175
C 0.64744 -1.71689 2.29336 -0.2405
C -0.43533 -0.81832 2.01454 -0.2008
C -0.83143 -0.56107 0.67008 -0.1169
H -3.69857 1.46613 0.47974 0.2197
H -1.95702 2.16443 0.77492 0.2220
H -2.63763 1.04308 1.84890 0.2160
H -2.17820 0.50963 -2.05494 0.1950
H -0.38884 -1.21810 -2.45187 0.4056
H 1.36175 -2.86015 -0.84206 0.2130
H 1.85135 -3.39935 1.47725 0.2193
H 0.91703 -1.95712 3.30740 0.2121
H -0.86537 -0.27700 2.90229 0.2176
C 2.06396 2.99973 -1.92820 -0.6283
C 1.26983 1.82082 -1.29006 -0.3690
C 1.50738 1.67061 0.16653 -0.6414
H 1.80948 3.58033 -2.81295 0.2136
H 3.12060 2.62697 -2.17827 0.1992
H 2.00413 3.84986 -1.19242 0.2029
H 0.09396 2.23203 -1.42716 0.1679
H 1.26901 0.91457 -1.73161 0.1942
H 2.51312 1.50815 0.55059 0.2114
H 1.00195 2.56488 0.64459 0.2063
H 1.17374 0.61170 0.40286 0.2366

=====

2) 30
Properties=species:S:1:pos:R:3:nbo_charge:R:1 method="wB97M-V/def2-TZVPD" homo_lumo_gap_ev=8.731 smiles=Cc1c[nH]c2ccccc12.CCC
C 3.14476 0.31946 -1.07565 -0.6256
C 1.66809 0.11087 -1.25446 -0.0848
C 0.66945 1.02167 -1.28140 -0.0197
N -0.60464 0.49367 -1.31035 -0.5695
C -0.43820 -0.89300 -1.26393 0.1996
C -1.34425 -1.93481 -1.29227 -0.2645
C -0.84841 -3.23895 -1.09511 -0.2240
C 0.51330 -3.45118 -0.97899 -0.2301
C 1.47075 -2.43697 -1.07262 -0.1976
C 0.95696 -1.15592 -1.22760 -0.1053
H 3.50671 -0.26830 -0.23808 0.2180
H 3.28989 1.38749 -0.92217 0.2183
H 3.66692 0.02963 -1.98777 0.2166
H 0.81813 2.08673 -1.43158 0.2028
H -1.42067 1.03694 -1.08229 0.4164
H -2.41069 -1.90823 -1.48230 0.2175
H -1.51092 -4.05242 -0.84571 0.2125
H 0.82702 -4.47221 -0.77971 0.2045
H 2.51839 -2.61585 -0.90209 0.2146
C -2.61033 1.79212 1.78135 -0.6207
C -1.23507 1.37358 2.36327 -0.4031
C -0.07859 2.22410 1.82262 -0.6028
H -2.57630 2.66397 1.13508 0.2027
H -3.32352 1.83540 2.60313 0.2146
H -2.98779 0.96534 1.16914 0.2017
H -1.28170 1.36872 3.44536 0.2001
H -1.03156 0.33758 2.06856 0.1998
H -0.00467 3.11533 2.45635 0.2011
H 0.87754 1.70421 1.87888 0.2132
H -0.22060 2.56100 0.80034 0.1939

=====

Last place for stability: 1)

=====

1) 12
Properties=species:S:1:pos:R:3:nbo_charge:R:1 method="wB97M-V/def2-TZVPD" homo_lumo_gap_ev=9.482 smiles=Cn1nnnc1N
C 0.48928 1.18468 0.98526 -0.4296
N -0.28155 0.60050 -0.13762 -0.2068
N -1.44175 1.14994 -0.43195 -0.0926
N -2.01354 0.27366 -1.27403 -0.0676
N -1.22668 -0.81045 -1.49832 -0.3427
C -0.15791 -0.67848 -0.67294 0.4626
N 0.79393 -1.66775 -0.53661 -0.8216
H -0.10114 1.05785 1.93023 0.2184
H 1.59190 0.79593 1.08985 0.2161
H 0.51908 2.25597 0.91744 0.2348
H 0.40128 -2.55717 -0.83500 0.4224
H 1.42712 -1.60468 0.46369 0.4067

=====

2) 12
Properties=species:S:1:pos:R:3:nbo_charge:R:1 method="wB97M-V/def2-TZVPD" homo_lumo_gap_ev=9.201 smiles="N=C=NN.N=C=N"
N 3.15689 0.42653 -1.68120 -0.7339
C 2.33445 0.20896 -0.82750 0.6456
N 1.48876 -0.14210 -0.04707 -0.3764
N 1.68882 -0.39310 1.32720 -0.6520
H 3.26971 1.21052 -2.26868 0.4032
H 0.85840 -0.55796 1.84338 0.3636
H 2.24670 -1.24626 1.48302 0.3497
N -2.93161 -0.40783 0.00663 -0.7282
C -2.44753 0.63561 0.36718 0.6508
N -1.72493 1.49741 0.84665 -0.7302
H -3.58360 -1.00280 0.56861 0.4136
H -1.93701 2.47431 0.75096 0.3941

=====

Last place for stability: 2)